(1)
19
Properties=species:S:1:pos:R:3:nbo_charge:R:1 method="wB97M-V/def2-TZVPD" spin_multiplicity=1 charge=0
H -3.0041 -0.9054 -0.4029 0.215
H 3.0731 -0.8190 -0.0101 0.222
H 2.3071 0.3201 -1.1390 0.205
H -1.9569 -1.5338 0.8867 0.225
C -1.9675 -0.9618 -0.0485 -0.615
C 2.3519 0.0034 -0.0875 -0.633
C -1.4068 0.4382 0.1844 -0.298
H 1.1743 -0.2575 2.3210 0.474
H 0.2086 1.5830 -0.5082 0.293
H 0.6283 -1.2760 -0.2238 0.160
O 1.0358 -1.0113 1.7223 -0.699
H -0.5431 0.5164 -1.8597 0.227
H -1.3965 -1.5280 -0.7920 0.203
H -2.1419 1.0645 0.6999 0.207
C -0.7877 1.1592 -1.0119 -0.534
H 2.7130 0.8520 0.5067 0.212
C -0.0086 0.6977 0.6391 -0.113
H -1.2594 2.1067 -1.2863 0.249
C 0.9804 -0.4486 0.4097 0.000


(2)
19
Properties=species:S:1:pos:R:3:nbo_charge:R:1 method="wB97M-V/def2-TZVPD" spin_multiplicity=1 smiles=CC[C@@]1(C)C[C@H]1O charge=0
C -1.3891 0.6442 0.3682 -0.005
H 1.2493 -1.0797 0.9463 0.202
H 1.8962 1.3451 -0.8213 0.209
H -0.7109 2.1864 -0.6929 0.461
H 2.2201 -0.3555 -1.2298 0.198
C -1.5219 -0.3376 1.4932 -0.482
C -0.3766 -0.2576 -0.0165 0.135
C 1.0179 -0.0824 0.5724 -0.438
H -2.3153 0.6569 -0.2304 0.189
H 0.1402 -0.7561 -2.0602 0.222
O -0.6152 1.9415 0.2448 -0.756
C -0.5271 -1.0665 -1.2474 -0.655
C 2.1099 0.3566 -0.4052 -0.602
H -2.5311 -0.7541 1.7181 0.222
H -1.5563 -1.0175 -1.6055 0.215
H -0.2971 -2.0796 -0.9474 0.220
H -0.8778 -0.3684 2.3721 0.217
H 3.0710 0.4152 0.1180 0.216
H 1.0137 0.6091 1.4233 0.231


For the records above, the corresponding orbital gap values read 9.2 9.1 eV.
For the records above, the corresponding ΔE to the lowest compared entry with this formula, charge and spin values read 4.074 3.499 eV.
For the records above, the corresponding maximum force values read 0.3 2.8 eV/A.